[1]
Formula: C31H29BrN4O6ReS
Source: OMol25
Level of theory: wB97M-V/def2-TZVPD

```
! wB97M-V def2-TZVPD RIJCOSX def2/J DEFGRID3
* xyz 2 4
Re -0.33318 0.72965 0.85977
C 1.39512 3.55038 2.24809
C 1.54697 3.29447 0.78181
C 2.60350 3.88994 0.08704
C 2.71401 3.74189 -1.27565
C 1.71645 3.05313 -1.96524
C 0.69593 2.49119 -1.24605
N 0.63957 2.55671 0.12244
C -0.50738 1.88053 -1.84845
C -0.98803 2.05213 -3.13214
C -2.27756 1.61314 -3.40939
C -3.09509 1.12346 -2.39572
C -2.55076 0.98795 -1.13212
N -1.26109 1.26245 -0.93726
C -3.25856 0.75089 0.14433
C -4.59507 0.44655 0.22350
C -5.19907 0.41615 1.47620
C -4.44645 0.71706 2.58953
C -3.08529 0.99387 2.46748
C -2.26465 1.31263 3.67445
N -2.49776 0.98788 1.25536
H 1.27540 4.62551 2.39407
H 2.29147 3.25265 2.79306
H 0.53578 3.04786 2.67833
H 3.32505 4.47148 0.64474
H 3.54440 4.18154 -1.81157
H 1.74251 2.96289 -3.04172
H -0.40153 2.55483 -3.88757
H -2.67896 1.73099 -4.40702
H -4.13526 0.90551 -2.58869
H -5.16764 0.25471 -0.67248
H -6.25168 0.18474 1.56992
H -4.89537 0.74337 3.57233
H -2.91021 1.55476 4.51457
H -1.60447 2.15890 3.48699
H -1.63916 0.46698 3.96160
O 5.04467 -0.65867 3.56016
C 4.01035 -0.38762 3.04725
C 3.67079 -0.51504 1.53294
O 4.37955 -0.90117 0.64852
C 2.26912 -0.05004 1.45255
C 1.76239 0.29643 2.65635
O 0.48504 0.69909 2.67168
C 2.73090 0.14747 3.75992
O 2.58836 0.38644 4.92251
O 1.47614 0.05199 0.39606
Br -0.62892 -3.97767 4.28102
C -1.00775 -3.23144 2.60817
C -1.59851 -3.97497 1.59676
C -1.84920 -3.35284 0.38578
C -1.50440 -2.02775 0.21259
N -0.93055 -1.31112 1.19534
C -0.68969 -1.90773 2.37969
H -1.85278 -5.01427 1.75685
H -2.30343 -3.89318 -0.43245
H -1.64115 -1.53845 -0.73809
H -0.24454 -1.30933 3.15894
C 0.34504 -3.01373 -4.22904
C 1.15651 -1.73061 -4.18876
S 1.41509 -1.05279 -2.53535
O 0.03421 -0.96768 -1.90632
C 2.24710 -2.42934 -1.72967
C 3.61665 -2.72147 -2.32311
H 0.08222 -3.24396 -5.26081
H -0.57770 -2.90314 -3.65928
H 0.90201 -3.86395 -3.83890
H 0.64953 -0.92453 -4.72213
H 2.14657 -1.83785 -4.63366
H 1.56912 -3.28318 -1.75411
H 2.34507 -2.09116 -0.69997
H 3.55756 -3.09733 -3.34320
H 4.11017 -3.48255 -1.72040
H 4.25253 -1.83564 -2.30241
*
```

As for the expectation value of S²: 3.7692. The calculation puts the electronic energy at -4919.168363 hartree. The energy above the lowest of the compared OMol25 structures with the same formula, charge and spin is 0.120 eV. The HOMO energy (alpha / beta) comes out at -13.75 / -13.75 eV.

=====

[2]
Formula: C31H29ClN7OPSiTc
Source: OMol25
Level of theory: wB97M-V/def2-TZVPD

```
! wB97M-V def2-TZVPD RIJCOSX def2/J DEFGRID3
* xyz 2 4
Tc -0.98006 0.69614 0.03998
Cl -0.88757 0.70607 2.43000
C 0.78874 0.76811 2.93623
C 1.06739 1.10470 4.24594
C 2.39434 1.18760 4.64230
C 3.41344 0.94823 3.73254
C 3.11290 0.60789 2.42266
C 1.78814 0.50075 2.00536
P 1.34001 0.05451 0.29238
C 2.70756 0.76190 -0.67276
C 2.75331 2.14530 -0.85568
C 3.85729 2.73365 -1.44945
C 4.92045 1.94491 -1.86809
C 4.87174 0.56858 -1.70611
C 3.76954 -0.02826 -1.10958
C 1.59154 -1.73189 0.15421
C 1.28122 -2.31556 -1.07500
C 1.52850 -3.66081 -1.28307
C 2.07560 -4.42865 -0.26184
C 2.38103 -3.84936 0.96008
C 2.13637 -2.50002 1.17568
H 0.26786 1.30909 4.94609
H 2.62661 1.44730 5.66590
H 4.44582 1.03398 4.04281
H 3.91121 0.42588 1.71426
H 1.92843 2.75838 -0.51652
H 3.89583 3.80772 -1.57715
H 5.79117 2.40422 -2.31660
H 5.69792 -0.04794 -2.03442
H 3.74166 -1.10187 -0.98385
H 0.86050 -1.70608 -1.86740
H 1.30419 -4.11302 -2.24016
H 2.26385 -5.48234 -0.41910
H 2.81716 -4.44798 1.74876
H 2.38335 -2.05366 2.13078
N -2.52657 0.72539 -3.78858
C -1.23554 0.63362 -4.24614
C -0.43917 0.61528 -3.14184
N -1.23290 0.68383 -2.02776
C -2.49603 0.75825 -2.44638
C -3.51360 0.94251 -1.44132
N -3.09761 1.17816 -0.20185
C -4.20941 1.33292 0.57396
C -5.31633 1.19367 -0.21146
N -4.85875 0.94090 -1.47743
H -3.34150 0.78876 -4.37771
H -0.99347 0.59271 -5.29354
H 0.63451 0.54952 -3.07868
H -4.15185 1.54609 1.62754
H -6.36432 1.23871 0.02815
H -5.44612 0.77951 -2.28042
N -0.54353 2.59932 -0.04725
C -0.43834 3.73859 -0.15850
C -0.33620 5.12451 -0.31448
C -1.46518 5.80320 -0.81444
N -2.42022 6.29307 -1.24243
C 0.85396 5.79845 0.00577
N 1.84826 6.31673 0.28677
C -2.35919 -3.70834 -0.79156
Si -2.37459 -2.46928 0.64260
C -4.15346 -2.03167 1.11438
C -1.53227 -3.26134 2.13577
O -1.60217 -1.13032 0.16737
H -3.12865 -4.46819 -0.64554
H -1.38997 -4.20243 -0.83897
H -2.54193 -3.20229 -1.74266
H -4.62247 -2.89463 1.59041
H -4.75855 -1.76088 0.24545
H -4.18458 -1.20222 1.82454
H -2.10258 -4.13841 2.44776
H -1.48491 -2.57059 2.98163
H -0.52178 -3.58062 1.88762
*
```

As for the expectation value of S²: 3.7873. The calculation puts the electronic energy at -2828.638507 hartree. The energy above the lowest of the compared OMol25 structures with the same formula, charge and spin is 0.500 eV. The HOMO energy (alpha / beta) comes out at -14.08 / -14.13 eV.

=====

[3]
Formula: C31H29I2N2PtSbSe2
Source: OMol25
Level of theory: wB97M-V/def2-TZVPD

```
! wB97M-V def2-TZVPD RIJCOSX def2/J DEFGRID3
* xyz 4 5
Pt -0.64973 -1.41709 -2.54340
Se -1.82423 -2.82436 -4.63433
Se -0.59671 -0.98072 -5.40555
C -1.64583 0.44427 -4.58105
C -2.26177 1.42255 -5.33151
C -2.91923 2.44010 -4.64487
C -2.91538 2.43390 -3.25847
C -2.26715 1.40542 -2.59034
N -1.64395 0.42843 -3.24632
C -0.33725 -3.92653 -4.00890
C -0.05102 -5.15901 -4.55062
C 0.97607 -5.89366 -3.95902
C 1.66773 -5.35222 -2.88775
C 1.31032 -4.09428 -2.41998
N 0.31148 -3.40175 -2.96501
H -2.23384 1.39659 -6.41276
H -3.43913 3.21698 -5.19019
H -3.41491 3.21261 -2.69954
H -2.25127 1.33527 -1.51041
H -0.59114 -5.54434 -5.40515
H 1.22872 -6.87480 -4.33953
H 2.47412 -5.89293 -2.41241
H 1.83289 -3.63937 -1.58802
I -2.53329 -2.11582 -0.42705
I -4.46152 -3.90759 -1.00073
C -3.26055 1.77161 2.80527
C -2.04911 2.43036 3.33195
C -2.22889 3.52750 4.25312
C -1.16330 4.15218 4.84073
C 0.13224 3.71714 4.54616
C 0.34344 2.63399 3.63531
C -0.72660 2.02974 3.03029
Sb -0.25812 0.26798 1.75778
C 1.12751 -0.66932 3.13567
C 0.49448 -1.07328 4.31578
C 1.23107 -1.66139 5.32496
C 2.59349 -1.87813 5.13166
C 3.20790 -1.49009 3.95148
C 2.49909 -0.88192 2.91221
C 3.25508 -0.46942 1.68545
C 0.60058 0.61978 -0.23677
C 0.98030 -0.56012 -0.91110
C 1.62402 -0.46260 -2.16060
C 1.80049 0.80319 -2.73867
C 1.38977 1.93738 -2.07294
C 0.79620 1.87756 -0.79884
C 0.49817 3.15183 -0.06730
H -3.79983 1.29479 3.63543
H -3.04933 1.01406 2.05170
H -3.95386 2.51588 2.39996
H -3.23813 3.84521 4.49102
H -1.32344 4.96321 5.53921
H 0.98756 4.19289 5.01288
H 1.35649 2.29803 3.44653
H -0.57414 -0.94600 4.45328
H 0.74555 -1.96812 6.24095
H 3.17680 -2.35324 5.90976
H 4.27177 -1.64506 3.81896
H 4.21446 -0.03195 1.96104
H 2.71054 0.24145 1.07204
H 3.49703 -1.34464 1.07554
H 0.98491 -1.50246 -0.36966
H 2.14880 -1.31322 -2.57532
H 2.30400 0.89290 -3.69293
H 1.56850 2.91202 -2.51104
H 0.44751 3.99704 -0.75036
H 1.30803 3.35899 0.63905
H -0.43449 3.09262 0.49331
*
```

As for the expectation value of S²: 6.0381. The calculation puts the electronic energy at -7064.389215 hartree. The energy above the lowest of the compared OMol25 structures with the same formula, charge and spin is 0.000 eV. The HOMO energy (alpha / beta) comes out at -17.67 / -17.63 eV.